Record 1
{"formula": "H2P2S4", "method": "ωB97M-V with the def2-TZVPD basis set", "symbols": ["P", "P", "S", "S", "S", "S", "H", "H"], "coordinates": [[0.49122, 1.38751, -0.58290], [-1.30887, -0.87818, 0.15273], [-3.17306, -1.51002, -0.00304], [-0.71538, 0.95786, 1.17703], [-0.42416, -0.30830, -1.72049], [2.46220, 0.59652, -0.12811], [0.22020, -2.06648, 0.62292], [2.44785, 1.82110, 0.48187]], "orbital_gap_ev": 7.8270, "energy_ev": -61950.65898, "lumo_energy_ev": -1.3}

Record 2
{"formula": "C5H11NO", "method": "ωB97M-V with the def2-TZVPD basis set", "symbols": ["C", "C", "C", "C", "N", "C", "O", "H", "H", "H", "H", "H", "H", "H", "H", "H", "H", "H"], "coordinates": [[1.23736, -0.49612, 1.33787], [0.57866, -0.35778, -0.04737], [-0.37432, -1.53426, -0.33659], [-0.08316, 0.99611, -0.27140], [-1.26720, 1.34352, 0.51190], [-0.43018, 1.21888, -1.72782], [-0.03091, 0.55895, -2.65323], [0.43611, -0.49385, 2.09192], [1.67601, -1.49135, 1.44336], [2.03128, 0.22352, 1.54843], [1.40228, -0.41410, -0.75938], [-0.09858, -2.10165, -1.23157], [-1.43249, -1.27278, -0.45446], [-0.31746, -2.29207, 0.45441], [0.67766, 1.76009, -0.02869], [-0.97014, 1.72816, 1.39470], [-1.90701, 0.57818, 0.67469], [-1.12792, 2.04655, -1.94676]], "orbital_gap_ev": 10.3103, "energy_ev": -8900.53523, "smiles": "CC(C)[C@H](N)C=O", "lumo_energy_ev": 0.8}

Record 3
{"formula": "C26H64Cl4O15", "method": "ωB97M-V with the def2-TZVPD basis set", "symbols": ["C", "C", "C", "O", "C", "H", "H", "H", "H", "H", "H", "H", "H", "C", "C", "C", "O", "C", "H", "H", "H", "H", "H", "H", "H", "H", "C", "C", "C", "O", "C", "H", "H", "H", "H", "H", "H", "H", "H", "Cl", "C", "Cl", "H", "H", "Cl", "C", "Cl", "H", "H", "O", "C", "C", "O", "H", "H", "H", "H", "H", "H", "O", "C", "C", "O", "H", "H", "H", "H", "H", "H", "O", "C", "C", "O", "H", "H", "H", "H", "H", "H", "O", "C", "C", "O", "H", "H", "H", "H", "H", "H", "O", "C", "C", "O", "H", "H", "H", "H", "H", "H", "O", "C", "C", "O", "H", "H", "H", "H", "H", "H"], "coordinates": [[-1.48290, 15.09063, 5.75839], [-1.28483, 14.17835, 6.98611], [-2.63824, 14.08285, 7.68897], [-3.40344, 15.02235, 6.94627], [-2.95066, 15.25724, 5.60699], [-0.84548, 14.81205, 4.91922], [-1.07488, 16.04797, 6.08261], [-0.39240, 14.45021, 7.54982], [-1.09267, 13.14062, 6.71356], [-2.55062, 14.38032, 8.73392], [-2.96326, 13.05675, 7.51693], [-3.30397, 16.24229, 5.30210], [-3.19542, 14.60855, 4.76593], [3.38417, 13.13717, 7.77543], [3.36953, 13.84702, 9.11865], [2.15431, 13.18285, 9.83044], [1.90349, 11.99536, 9.07938], [2.87523, 11.72035, 8.11898], [4.43630, 13.01730, 7.51702], [2.87120, 13.71639, 7.00766], [3.11480, 14.87468, 8.85959], [4.37769, 13.87436, 9.53214], [1.33611, 13.89658, 9.92651], [2.52531, 12.92150, 10.82148], [2.39352, 11.09210, 7.36974], [3.64245, 11.07953, 8.55351], [3.30808, 13.88500, 1.42581], [4.86734, 13.99406, 1.36688], [5.17318, 15.12878, 2.33414], [3.99246, 15.92115, 2.43169], [2.85529, 15.09686, 2.33665], [3.20270, 12.96228, 1.99641], [2.85277, 13.73902, 0.44627], [5.20906, 14.07090, 0.33469], [5.32314, 13.07068, 1.72426], [5.98603, 15.75086, 1.95945], [5.52112, 14.80324, 3.31448], [2.01654, 15.53275, 1.79387], [2.57667, 14.66370, 3.29730], [-0.03139, 12.79983, 2.23633], [-0.53023, 11.50419, 3.27206], [0.29368, 11.66773, 4.84378], [-1.58996, 11.56933, 3.51868], [-0.30869, 10.55236, 2.78932], [-2.87428, 5.64775, 2.27653], [-1.97642, 6.18883, 0.77447], [-0.79282, 4.94030, 0.15497], [-2.64108, 6.33495, -0.07699], [-1.32350, 7.01184, 1.06507], [-5.71803, 11.94306, 1.08154], [-4.71319, 12.88792, 1.18016], [-3.89766, 12.86679, -0.14379], [-4.74162, 12.85871, -1.33274], [-6.08220, 12.05144, 0.19993], [-5.09393, 13.90092, 1.31043], [-3.98883, 12.65516, 1.96069], [-3.16608, 12.06610, -0.25230], [-3.31444, 13.78448, -0.21987], [-4.18117, 12.60189, -2.06863], [2.31606, 8.99687, 6.22946], [2.81333, 8.60868, 4.94003], [4.30755, 8.74465, 4.91524], [4.82505, 7.49448, 5.38821], [1.48863, 8.51560, 6.30250], [2.42365, 7.67441, 4.53582], [2.41463, 9.31842, 4.21518], [4.56931, 9.65155, 5.46032], [4.67529, 8.73126, 3.88923], [4.27136, 6.75799, 5.11874], [-1.30568, 9.63971, 8.84725], [-0.76908, 8.50504, 9.53327], [0.74897, 8.70914, 9.60999], [1.01094, 9.80726, 10.39772], [-1.55374, 10.37758, 9.40905], [-1.03756, 8.59328, 10.58600], [-1.10516, 7.52503, 9.19457], [1.20302, 8.93733, 8.64569], [1.00971, 7.71651, 9.97715], [1.12233, 10.58160, 9.84131], [-3.40943, 10.09167, 3.89703], [-4.15914, 9.05797, 4.50884], [-5.48120, 9.60717, 5.12394], [-5.19558, 10.60174, 6.09709], [-3.60166, 10.80878, 4.50563], [-4.33217, 8.21514, 3.83966], [-3.53612, 8.57199, 5.25968], [-6.13706, 8.84557, 5.54573], [-6.07491, 9.96917, 4.28455], [-4.61689, 10.30044, 6.80131], [1.33320, 8.84104, 0.90750], [1.97542, 9.13394, -0.34681], [3.11901, 10.10290, -0.26370], [4.21360, 9.26642, 0.21256], [2.01385, 8.36248, 1.38636], [2.29296, 8.23640, -0.87757], [1.13075, 9.54121, -0.90247], [2.90546, 10.93788, 0.40362], [3.29522, 10.56456, -1.23526], [4.52953, 8.88295, -0.60887], [1.20876, 14.73147, -3.38148], [0.64638, 14.28218, -2.19924], [1.24640, 12.90908, -1.82046], [0.92503, 11.94930, -2.83967], [0.54844, 15.14485, -3.94245], [0.98768, 14.95975, -1.41661], [-0.43990, 14.26009, -2.28650], [0.85220, 12.55271, -0.86877], [2.32387, 13.00308, -1.68515], [1.79397, 11.85170, -3.23591]], "orbital_gap_ev": 9.5268, "energy_ev": -108794.24688, "smiles": "C1CCOC1.C1CCOC1.C1CCOC1.ClCCl.ClCCl.OCCO.OCCO.OCCO.OCCO.OCCO.OCCO", "lumo_energy_ev": 0.1}

Record 4
{"formula": "C6H10N", "method": "ωB97M-V with the def2-TZVPD basis set", "symbols": ["C", "C", "C", "C", "C", "C", "N", "H", "H", "H", "H", "H", "H", "H", "H", "H", "H"], "coordinates": [[3.12340, -0.18594, -0.05825], [1.01425, 1.06702, -0.15092], [-1.88530, 0.57349, -0.72253], [-1.79971, 0.68884, 0.79276], [-0.75141, 0.00359, 0.00355], [-0.34733, -1.43166, 0.09132], [2.11099, 0.55203, -0.12936], [3.77763, -0.28253, -0.85272], [3.36576, -0.36168, 0.90650], [0.57682, 2.05837, -0.14142], [-2.65086, -0.25489, -0.98423], [-1.73339, 1.49486, -1.32633], [-1.79801, 1.56322, 1.40442], [-2.39882, 0.01003, 1.27503], [-0.95147, -2.06293, -0.61253], [-0.28247, -1.97856, 0.97861], [0.62992, -1.45326, -0.47391]], "orbital_gap_ev": 9.0081, "charge": 1, "energy_ev": -7862.34658, "lumo_energy_ev": -5.4}

Question: Which formula does entry 3 have?
Answer: C26H64Cl4O15